DFT (ωB97M-V/def2-TZVPD) results for the molecule C4H9N3O at a distorted geometry.

**E_LUMO**: 0.82 eV
**SMILES**: CNC(=O)C/N=C/N
**HOMO**: -0.3307 Ha
**ΔE to the lowest compared entry with this formula, charge and spin**: 53.6 kJ/mol
**Frontier orbital gap**: 0.361 Ha

Element x y z (Å)
C: 2.516657 1.501477 0.343662
C: 0.382671 0.669139 1.270669
C: -0.736970 -0.346339 0.985424
C: -1.842905 -0.995364 -0.912465
H: 3.425392 0.850080 0.248497
H: 2.481451 2.266287 -0.446962
H: 2.513740 2.052654 1.285276
H: 1.127788 0.040097 -0.462606
H: -1.671707 0.102722 1.251097
H: -0.589598 -1.133698 1.728558
H: -2.790615 -0.599667 -0.508019
H: -2.835565 -1.904068 -2.427509
H: -1.123367 -2.167200 -2.413713
N: 1.327702 0.653931 0.335529
N: -0.685347 -0.886229 -0.367147
N: -1.908400 -1.513221 -2.172768
O: 0.409073 1.409400 2.262478

Forces on the atoms, in the same order (eV/Å):
C 0.1 -0.4 0.1
C -0.4 0.8 1.0
C 1.1 0.1 0.4
C 1.6 0.3 -0.1
H -0.7 0.8 0.1
H 0.1 -0.4 0.0
H 0.2 -0.3 0.0
H 0.3 0.4 0.5
H -0.7 0.5 0.0
H 0.1 -0.2 -0.1
H 0.4 -0.3 0.0
H 1.1 0.5 0.2
H -1.1 1.1 0.4
N 0.7 -0.2 -1.3
N -1.6 0.0 0.7
N -0.7 -1.8 -1.1
O -0.3 -1.0 -0.8